Record 1
# C12H22NO4P

The molecule C12H22NO4P (ωB97M-V with the def2-TZVPD basis set, the OMol25 dataset).

Element x y z (Å)
P: -0.1745 -0.2712 0.2187
O: -1.4273 -1.0278 0.0781
O: 1.1864 -1.0677 -0.0739
O: -0.2087 0.9353 -0.8310
O: -2.1005 -0.0673 2.5252
N: 2.4944 1.1739 2.3623
C: 1.2168 -1.9304 -1.2107
C: -1.9135 3.3321 0.0528
C: -0.6413 3.9299 -0.5384
C: 0.7431 -3.3288 -0.8360
C: -0.8773 0.3670 2.7867
C: 1.4272 0.7968 2.1644
C: -0.7043 0.8856 4.1790
C: 0.9115 -4.3385 -1.9705
C: 0.0087 -4.0507 -3.1647
C: 0.1341 0.3519 1.8822
C: 0.6245 3.1539 -0.1648
C: 0.8430 1.8809 -0.9781
H: 0.6748 -5.3302 -1.5798
H: 0.5999 2.9073 0.8980
H: -0.3063 -3.2672 -0.5433
H: 1.9549 -4.3505 -2.2938
H: 0.8694 2.1201 -2.0460
H: -1.8366 3.2737 1.1373
H: 0.2962 -3.1274 -3.6605
H: -0.7296 3.9730 -1.6257
H: -2.1432 -0.4611 1.6242
H: 0.5901 -1.5100 -2.0032
H: -1.4454 1.6601 4.3694
H: 0.0751 -4.8588 -3.8896
H: -0.5337 4.9542 -0.1739
H: 2.2595 -1.9475 -1.5434
H: 0.2951 1.2824 4.3294
H: 1.4998 3.7841 -0.3366
H: -1.0258 -3.9608 -2.8429
H: -2.7701 3.9549 -0.1952
H: 1.3181 -3.6554 0.0333
H: -0.8876 0.0787 4.8870
H: -2.0917 2.3337 -0.3356
H: 1.7950 1.4217 -0.6904

Summary:
- highest occupied orbital energy (hartree) = -0.3526
- gap between HOMO and LUMO (eV) = 10.44
- total energy (eV) = -31772.2485
- LUMO energy (eV) = 0.8
- SMILES = CCCCOP(=O)(OCCCC)/C(C#N)=C(/C)O
- molecular weight (Da) = 275.28
- ΔE to the lowest compared entry with this formula, charge and spin (kcal per mole) = 4.7
- charge = 0
- F_max (eV/A) = 1.74

***

Record 2
# C3H5I3N

A structure of composition C3H5I3N (ωB97M-V with the def2-TZVPD basis set, the OMol25 dataset).

Element x y z (Å)
I: -1.5630 0.6312 1.3634
I: -2.1679 -3.1559 1.7131
I: 0.3204 0.3198 -2.9424
N: 0.8056 1.8601 -0.4292
C: 1.2223 0.6321 -1.0530
C: -0.4291 -0.9486 0.6143
C: -0.5661 -2.2484 0.7548
H: 0.0099 1.7517 0.4737
H: 1.5895 2.1781 0.0921
H: 0.1897 2.4836 -1.0826
H: 0.5166 -0.4949 0.0906
H: 0.0723 -3.0087 0.4051

Summary:
- highest occupied orbital energy (hartree) = -0.4631
- gap between HOMO and LUMO (eV) = 6.76
- total energy (eV) = -28971.6782
- LUMO energy (eV) = -5.8
- molecular weight (Da) = 435.79
- ΔE to the lowest compared entry with this formula, charge and spin (kcal per mole) = 81.9
- charge = +1
- F_max (eV/A) = 3.83

***

Record 3
# C2H2NO2S

A structure of composition C2H2NO2S (ωB97M-V with the def2-TZVPD basis set, the OMol25 dataset).

Element x y z (Å)
S: -1.1391 -0.3212 2.0409
O: -2.3502 -0.4046 2.6859
O: 0.8688 -1.2232 1.4999
N: -0.0404 -1.2591 2.4773
C: 0.4912 -0.5579 0.4307
C: -0.7539 0.0161 0.4482
H: 1.3292 -0.5473 -0.4144
H: -1.1876 0.6395 -0.2319

Summary:
- highest occupied orbital energy (hartree) = -0.6387
- gap between HOMO and LUMO (eV) = 10.21
- total energy (eV) = -18513.2395
- LUMO energy (eV) = -7.2
- molecular weight (Da) = 104.11
- ΔE to the lowest compared entry with this formula, charge and spin (kcal per mole) = 12.3
- charge = +1
- F_max (eV/A) = 3.82

***

Record 4
# C30H46BN11O6PS

A cluster of 11 separate species, C30H46BN11O6PS in total (ωB97M-V with the def2-TZVPD basis set, the OMol25 dataset).

Element x y z (Å)
S: 0.1036 -4.2776 -0.6265
P: 0.2149 -2.8072 -1.9351
O: 5.6611 -1.5905 1.1616
O: 4.1894 -0.7508 2.7863
O: 2.0101 2.2671 -1.7434
O: -1.1654 3.8343 -1.1921
O: 5.8059 1.5207 -0.0011
O: 4.1352 2.8363 1.2425
N: -6.1867 -1.7889 -3.2925
N: 4.5124 6.6928 2.6457
N: -1.0021 6.7455 -2.3361
N: -2.5989 -2.3961 0.9939
N: -7.2073 0.6802 0.8257
N: 1.3157 -0.0939 -1.6781
N: -0.3135 -0.5711 -5.5621
N: -3.9159 -1.6686 6.3951
N: 2.0179 -5.2768 -3.8141
N: 0.5099 -6.8898 2.4000
N: 0.3826 0.7212 3.1343
C: -5.5357 -2.3307 -0.8158
C: -7.4123 1.0621 -0.2424
C: 2.9549 -5.1412 -3.1582
C: -5.9004 -2.0284 -2.2027
C: 1.3876 -1.4685 -1.2442
C: -1.3880 -0.2995 4.7677
C: 4.3058 7.0723 1.5785
C: 5.3537 3.5558 1.6162
C: 1.1090 -7.2444 1.4830
C: -2.4726 -2.9268 2.0080
C: -3.9169 0.6055 7.6910
C: 4.1487 -4.9690 -2.3252
C: 4.5478 -1.1135 1.4418
C: -0.8531 6.4150 -3.4301
C: 4.0435 7.5561 0.2201
C: 2.4328 -1.9164 -0.1896
C: -0.6648 -1.6322 -5.8422
C: -0.9304 2.2203 0.6379
C: 1.1872 3.0264 -0.8050
C: -2.3146 -3.6036 3.2984
C: -0.6658 5.9956 -4.8228
C: 2.2020 0.9686 -1.2254
C: 3.4102 -0.8043 0.3357
C: -7.6731 1.5484 -1.6004
C: -0.3743 2.6566 -0.8220
C: 3.3209 0.6773 -0.2000
C: 1.8707 -7.6939 0.3144
C: -1.1104 -2.9840 -6.1931
C: -0.3961 0.2736 3.8543
C: -3.9171 -0.6684 6.9657
B: 4.4094 1.7387 0.3724
H: -3.6788 1.4435 7.0312
H: 4.1479 -4.0017 -1.8166
H: 5.0640 -5.0226 -2.9192
H: -0.3794 2.8627 1.4269
H: 4.8924 7.3719 -0.4428
H: -7.8382 2.6284 -1.6154
H: -1.0712 -1.2751 5.1437
H: 3.8488 8.6311 0.2073
H: 5.9160 4.0046 0.7198
H: 6.0912 2.9267 2.2305
H: 1.2371 -7.7717 -0.5725
H: -2.2920 -2.8908 4.1261
H: 4.2158 -5.7410 -1.5549
H: 0.5771 0.1624 -2.3650
H: 0.2307 5.3821 -4.9408
H: -1.5553 0.3430 5.6350
H: -2.0549 2.3869 0.7393
H: -1.3863 -4.1795 3.3388
H: -0.2658 -3.6386 -6.4220
H: -6.1881 -1.8154 -0.1062
H: 1.5601 2.8995 0.2824
H: -1.7629 -2.9767 -7.0694
H: -3.1359 -4.2978 3.4907
H: -1.5126 5.4059 -5.1820
H: 1.2742 4.1398 -1.1037
H: 2.3191 -8.6763 0.4808
H: 5.0731 4.4565 2.2970
H: -0.6681 1.8185 -1.5442
H: 2.5532 -2.9719 0.2153
H: -1.6691 -3.4477 -5.3764
H: 3.1736 7.0633 -0.2208
H: -5.6076 -3.4002 -0.6040
H: -4.5105 -2.0252 -0.5931
H: 3.5309 -0.0190 2.6635
H: 0.7298 -3.3761 -3.1620
H: -3.1806 0.6079 8.4983
H: 5.8122 1.5506 -0.9842
H: -0.7959 4.2317 -2.0217
H: 2.6822 -7.0028 0.0743
H: -0.5617 6.8544 -5.4901
H: -2.3542 -0.4397 4.2767
H: -0.7238 1.1027 0.7900
H: -6.8358 1.3380 -2.2701
H: -1.0772 -2.2671 -2.2680
H: -8.5598 1.0780 -2.0319
H: -4.8913 0.8122 8.1395

Summary:
- highest occupied orbital energy (hartree) = -0.4255
- gap between HOMO and LUMO (eV) = 6.65
- total energy (eV) = -81320.2854
- LUMO energy (eV) = -4.9
- molecular weight (Da) = 730.62
- charge = +1
- F_max (eV/A) = 5.08

***

Record 5
# C12H47N3O10

A cluster of 10 separate species, C12H47N3O10 in total (ωB97M-V with the def2-TZVPD basis set, the OMol25 dataset).

Element x y z (Å)
O: -1.7312 3.5905 -1.0192
O: -0.2881 0.0846 -0.7503
O: 2.1406 0.9043 2.5089
O: -5.8205 -2.0888 -0.5641
O: 2.8484 0.3339 -0.1848
O: 2.4236 4.3016 -1.8028
O: -0.8470 -3.6139 -0.4206
O: 1.6655 0.0423 -2.5589
O: -0.6873 2.4205 1.3875
O: -0.5340 -0.1308 2.8878
N: 2.6237 -4.2433 0.7560
N: -2.6127 -1.1637 0.9269
N: 3.9933 7.0351 0.1030
C: 0.8232 -5.9326 0.6531
C: -0.8342 -4.0300 -1.8164
C: -4.6571 -0.0823 1.2533
C: 1.2842 3.4722 -1.7554
C: 1.3720 -4.5952 0.0951
C: 0.4194 -3.3909 0.1461
C: 4.9348 4.9657 0.2555
C: -4.4574 -1.6947 -0.6834
C: 2.5804 5.1429 -0.6817
C: 3.9977 5.7941 -0.6037
C: -4.0060 -1.3194 0.7474
C: -5.9539 -3.5027 -0.2698
H: -3.9153 -2.4994 -1.1799
H: 0.5327 -0.0238 -1.2307
H: 4.9428 5.1409 1.3313
H: -1.3641 3.0103 -0.3522
H: 4.9587 7.1977 0.3514
H: -0.4743 -5.0585 -1.8424
H: -2.2081 -0.5613 0.2244
H: 3.5140 6.8507 0.9727
H: 0.1928 -2.9975 1.1371
H: -1.5999 4.4718 -0.6694
H: 2.4503 4.6391 0.2761
H: 1.0580 0.0513 -3.2986
H: 1.2098 0.6883 2.5656
H: 2.4897 0.4708 -1.0616
H: -1.2372 -0.6672 2.5217
H: -4.3280 -2.1422 1.3857
H: 0.0824 -6.3303 -0.0405
H: -0.3142 -3.3685 -2.5093
H: -0.3509 2.9666 2.0980
H: 3.2952 -4.9974 0.7317
H: -0.6824 -0.1532 3.8332
H: -5.6652 -3.8249 0.7307
H: -5.7366 -0.2106 1.3329
H: -4.3154 0.2230 2.2423
H: 2.3718 0.7320 1.5962
H: -5.3318 -4.0931 -0.9425
H: 2.3918 -0.5081 -2.8516
H: 1.5514 2.5917 -2.3397
H: 1.8535 5.9351 -0.8608
H: 5.9141 5.1427 -0.1892
H: -1.8876 -3.9784 -2.0918
H: -4.3900 0.6672 0.5084
H: 1.6121 -6.6648 0.8251
H: 2.3542 -4.1389 1.7238
H: 0.8996 3.1726 -0.7805
H: -4.4973 -0.8220 -1.3353
H: 3.3981 -0.4452 -0.2693
H: -0.0426 0.5686 0.0382
H: 4.7838 3.8873 0.2071
H: 0.4720 3.9760 -2.2794
H: -6.9912 -3.7980 -0.4273
H: 0.2799 -5.6727 1.5616
H: -0.7785 1.5505 1.7760
H: 1.7214 -4.7923 -0.9183
H: 4.3743 6.0851 -1.5843
H: -2.1209 -2.0414 0.8381
H: 0.8497 -2.5292 -0.3642

Summary:
- highest occupied orbital energy (hartree) = -0.3256
- gap between HOMO and LUMO (eV) = 8.73
- total energy (eV) = -38149.4468
- LUMO energy (eV) = -0.1
- SMILES = COC[C@H](C)N.COC[C@H](C)N.COC[C@H](C)N.O.O.O.O.O.O.O
- molecular weight (Da) = 393.52
- ΔE to the lowest compared entry with this formula, charge and spin (kcal per mole) = 45.7
- charge = 0
- F_max (eV/A) = 2.74

***

Record 6
# C3H4BrNO

A cluster of 2 separate species, C3H4BrNO in total (ωB97M-V with the def2-TZVPD basis set, the OMol25 dataset).

Element x y z (Å)
Br: -1.5910 -1.0760 -1.0770
O: 0.2151 1.2900 -0.1313
N: 0.1610 -0.8725 -0.8230
C: 0.9288 -0.7843 -1.8830
C: -0.4771 0.6003 2.1010
C: -0.2414 0.9210 0.8684
H: -0.5372 1.3105 2.8792
H: 2.0041 -0.8567 -1.6260
H: 0.6244 -0.4148 -2.8785
H: -1.0867 -0.1174 2.5702

Summary:
- highest occupied orbital energy (hartree) = -0.3364
- gap between HOMO and LUMO (eV) = 9.58
- total energy (eV) = -76751.9221
- LUMO energy (eV) = 0.4
- SMILES = C=C=O.C=NBr
- molecular weight (Da) = 149.98
- ΔE to the lowest compared entry with this formula, charge and spin (kcal per mole) = 83.0
- charge = 0
- F_max (eV/A) = 5.21

***

highest occupied orbital energy of number 4 (C30H46BN11O6PS)? -0.4255 hartree